{
  "formula": "C40H37FN2PPd",
  "method": "the ωB97M-V functional and the def2-TZVPD basis",
  "fmax_ev_per_a": 0.9,
  "orbital_gap_ev": 5.617,
  "charge": -1,
  "elements": ["H", "H", "C", "H", "H", "H", "P", "C", "C", "Pd", "H", "H", "C", "C", "C", "C", "H", "C", "C", "C", "H", "C", "C", "H", "C", "C", "C", "H", "H", "H", "F", "H", "H", "C", "C", "H", "C", "H", "N", "C", "C", "H", "C", "H", "C", "C", "H", "C", "H", "H", "C", "H", "H", "C", "C", "H", "H", "H", "C", "H", "C", "C", "N", "H", "C", "H", "H", "C", "C", "C", "C", "C", "H", "C", "H", "H", "C", "H", "H", "C", "C", "H"],
  "coordinates": [[-4.107, -2.947, 0.475], [-4.514, 3.038, 2.146], [-3.150, 1.941, -1.878], [5.052, -4.480, -0.864], [1.803, 0.281, -1.768], [1.844, -1.313, -5.120], [0.307, 1.876, 1.598], [-1.485, -0.187, -1.028], [-1.123, 2.458, 3.882], [-1.168, -1.203, 0.614], [1.255, -1.558, 1.814], [-4.330, 3.266, 4.606], [-1.218, 2.341, 2.495], [2.714, -2.415, 0.490], [-0.600, 1.880, -2.210], [-2.446, 2.553, 1.878], [3.397, -1.806, -4.433], [2.596, 3.462, 1.479], [3.525, -3.451, -1.963], [-0.301, 0.773, -1.135], [-0.567, 3.943, -1.014], [-2.351, -4.731, -1.774], [-3.277, -3.497, 0.047], [-2.754, -2.574, 2.560], [3.342, 4.632, 1.446], [0.925, -0.071, -1.210], [-3.369, 1.201, -0.746], [2.850, -0.267, 3.201], [3.294, 6.775, 1.591], [-0.051, -4.310, 0.645], [-2.490, -5.301, -3.013], [-1.098, -3.286, 2.664], [3.093, 2.506, 1.355], [-1.009, -4.252, 0.136], [1.342, 5.905, 1.812], [0.179, 1.982, -2.977], [-3.422, -4.074, -1.206], [-3.877, 2.694, -2.156], [0.940, -1.178, -0.589], [-2.233, 2.802, 4.638], [-1.989, 1.651, -2.838], [4.307, -3.567, 1.317], [0.598, 4.731, 1.840], [2.388, -2.660, 2.576], [2.062, -2.035, -0.687], [1.215, 3.493, 1.666], [-0.172, 2.277, 4.372], [-1.143, -4.832, -1.117], [1.519, -3.302, -3.694], [-2.528, 2.452, 0.800], [-3.458, 3.013, 4.015], [-2.147, 2.890, 5.714], [3.813, -3.884, -2.916], [-1.846, -2.828, 2.018], [-2.064, -3.549, 0.766], [4.414, 4.584, 1.297], [0.684, -1.937, -3.003], [2.546, -0.414, -3.773], [2.304, -1.865, 1.831], [-4.356, -4.005, -1.749], [1.676, -2.334, -3.212], [-2.075, 0.195, -3.279], [-2.604, 0.183, -0.327], [3.101, 0.121, 1.504], [-0.197, 1.943, -0.139], [-0.315, -5.352, -1.585], [-4.250, 1.411, -0.143], [-3.561, 2.885, 2.638], [2.407, -1.414, -4.191], [-1.800, -0.755, -2.379], [3.176, -0.677, 2.244], [-0.468, 2.865, -1.066], [-2.093, 2.295, -3.713], [3.795, -3.282, 0.404], [-0.473, 4.779, 1.999], [-2.461, -0.042, -4.267], [2.715, 5.859, 1.612], [0.845, 6.858, 1.945], [4.226, -0.967, 2.325], [4.214, -3.796, -0.815], [2.438, -2.580, -1.926], [-1.964, -1.815, -2.552]],
  "forces_ev_per_angstrom": [[-0.008, -0.004, 0.001], [-0.005, 0.001, -0.005], [0.080, -0.072, 0.024], [-0.013, 0.008, 0.007], [-0.035, -0.024, 0.021], [0.003, 0.001, 0.008], [0.069, 0.180, 0.071], [0.394, 0.347, 0.134], [-0.076, -0.012, -0.004], [-0.589, -0.493, -0.459], [-0.007, -0.024, -0.010], [0.000, 0.004, 0.003], [-0.048, -0.019, 0.072], [0.091, 0.015, 0.151], [0.079, 0.000, -0.015], [0.113, 0.109, -0.062], [-0.006, 0.003, 0.004], [0.025, 0.012, -0.010], [-0.060, 0.036, -0.018], [-0.276, 0.040, 0.033], [0.031, -0.020, 0.000], [-0.006, -0.013, -0.037], [-0.027, 0.020, -0.056], [-0.015, -0.004, 0.006], [-0.027, -0.014, 0.004], [0.139, 0.233, -0.186], [-0.105, -0.266, -0.364], [0.002, -0.003, -0.009], [0.000, 0.002, -0.002], [-0.004, -0.003, -0.007], [-0.001, -0.002, -0.001], [0.002, -0.013, 0.022], [-0.006, -0.008, 0.005], [0.007, -0.047, -0.078], [-0.002, -0.048, 0.003], [-0.021, -0.064, -0.021], [-0.068, 0.055, 0.063], [0.010, -0.004, -0.007], [-0.095, 0.023, 0.248], [0.005, -0.008, -0.012], [-0.083, -0.036, 0.099], [-0.011, 0.004, -0.012], [0.006, 0.014, 0.002], [0.022, -0.007, 0.019], [-0.044, -0.093, -0.170], [-0.078, -0.007, -0.037], [0.003, -0.009, 0.007], [0.089, 0.015, 0.089], [0.003, -0.009, 0.004], [0.062, 0.163, 0.334], [0.032, -0.011, -0.015], [-0.002, 0.003, -0.004], [-0.009, 0.010, 0.002], [0.257, 0.050, -0.020], [0.152, -0.049, 0.109], [-0.004, 0.002, 0.000], [-0.023, 0.013, 0.023], [-0.009, -0.019, -0.001], [0.029, 0.051, -0.008], [0.009, 0.002, 0.010], [0.056, 0.031, 0.051], [-0.014, -0.009, -0.022], [0.111, 0.308, 0.057], [-0.003, 0.015, -0.025], [0.045, -0.378, -0.112], [-0.011, 0.007, 0.014], [-0.024, -0.010, -0.025], [0.042, -0.009, 0.027], [-0.005, 0.012, 0.015], [-0.067, -0.033, 0.027], [-0.033, -0.018, 0.012], [0.007, 0.141, -0.064], [-0.013, 0.072, 0.021], [0.029, -0.050, 0.004], [0.015, -0.012, -0.007], [0.003, -0.011, 0.008], [-0.029, -0.029, 0.009], [-0.002, 0.000, 0.001], [-0.002, -0.007, -0.007], [-0.006, 0.021, 0.073], [-0.082, -0.052, -0.037], [0.034, -0.001, 0.028]]
}

{
  "formula": "C40H37N3O2PReS3",
  "method": "the ωB97M-V functional and the def2-TZVPD basis",
  "fmax_ev_per_a": 1.7,
  "orbital_gap_ev": [2.583, 2.596],
  "s_squared": 1.180,
  "multiplicity": 2,
  "charge": 3,
  "elements": ["C", "H", "C", "C", "C", "H", "C", "N", "H", "H", "C", "C", "C", "C", "C", "H", "H", "P", "C", "H", "C", "C", "H", "H", "C", "H", "H", "H", "N", "C", "C", "C", "C", "S", "Re", "H", "S", "O", "C", "C", "C", "H", "S", "H", "C", "C", "C", "O", "C", "H", "H", "C", "H", "H", "H", "C", "N", "C", "C", "H", "H", "H", "C", "C", "H", "H", "C", "C", "C", "H", "C", "C", "H", "H", "C", "H", "H", "H", "H", "H", "H", "H", "C", "C", "C", "H", "H"],
  "coordinates": [[-1.760, -3.597, 4.215], [-3.080, -0.279, 4.340], [-2.054, -3.450, -3.635], [-2.562, -3.574, 3.084], [-3.824, 0.552, -0.738], [4.956, -2.311, -0.662], [4.080, -2.865, -0.350], [-1.783, 0.312, 0.466], [-1.343, 6.173, -1.130], [3.076, -5.966, 0.557], [-0.798, 3.539, -4.803], [-0.798, -2.666, -1.273], [2.864, -2.196, -0.280], [2.795, 1.776, 3.795], [2.971, 1.825, 1.066], [1.532, 5.011, -3.155], [1.168, -2.591, 2.835], [0.053, -2.158, 0.230], [-2.058, -0.003, 4.117], [-2.786, -2.090, -0.640], [4.162, -4.214, -0.043], [-4.547, 0.346, 0.425], [-2.668, -3.219, 0.988], [-0.399, 6.103, -4.061], [-0.419, -3.235, 4.120], [1.990, 2.986, -4.189], [3.013, 1.783, -0.011], [-0.090, -3.991, -4.314], [-0.363, 0.466, 2.536], [-0.689, -2.822, 1.752], [-1.644, 0.159, 2.818], [-0.678, -3.575, -3.505], [0.116, -2.850, 2.897], [0.412, 1.636, -3.045], [0.318, 0.199, 0.605], [0.219, -3.280, 4.994], [0.002, 4.292, -1.476], [3.864, -0.156, -0.994], [0.513, 0.762, 3.514], [-2.491, 0.154, 1.610], [-2.183, -2.515, -1.427], [-1.927, 6.687, -3.428], [-1.884, 4.291, -3.575], [-5.630, 0.359, 0.413], [2.878, -0.763, -0.699], [-3.863, 0.152, 1.619], [1.542, 4.192, -2.435], [1.655, -0.154, -0.767], [1.769, 2.823, -3.135], [5.115, -4.726, -0.103], [-1.435, 0.082, 6.169], [-2.807, -2.915, -2.597], [0.851, 0.867, 5.624], [0.109, 4.140, -4.858], [2.628, 2.305, -2.713], [-0.047, -3.185, -2.330], [1.881, 1.292, 1.647], [-1.138, 0.211, 5.136], [1.709, -2.892, 0.117], [-3.882, -2.824, -2.695], [2.710, 1.752, 4.873], [-2.169, -3.925, 5.164], [-0.574, 5.964, -1.873], [-0.479, 2.061, -4.555], [1.024, -3.306, -2.240], [-1.305, 3.620, -5.766], [3.021, -4.909, 0.329], [0.150, 0.635, 4.835], [1.795, 1.280, 3.003], [0.219, 6.699, -1.744], [4.007, 2.357, 1.812], [-2.444, 0.523, -0.685], [4.726, 2.719, 3.800], [-1.830, 0.660, -1.566], [1.800, -4.250, 0.410], [-4.317, 0.725, -1.685], [-1.383, 1.450, -4.529], [-3.598, -3.886, 3.146], [4.871, 2.768, 1.309], [-2.543, -3.774, -4.546], [-4.399, 0.027, 2.551], [2.339, 4.406, -1.724], [3.924, 2.322, 3.189], [-1.150, 5.936, -3.292], [-2.032, -3.184, 1.858], [0.113, 1.721, -5.405], [0.915, -4.804, 0.704]],
  "forces_ev_per_angstrom": [[0.046, -0.014, 0.005], [0.053, 0.040, 0.020], [0.050, -0.027, -0.050], [0.017, -0.001, -0.062], [-0.109, 0.008, -0.057], [-0.019, -0.024, 0.006], [0.069, 0.038, -0.022], [0.275, 0.000, -0.235], [-0.043, 0.004, -0.047], [-0.017, 0.036, -0.006], [-0.078, -0.034, 0.059], [-0.208, 0.353, 0.035], [-0.186, 0.073, -0.007], [0.171, 0.093, 0.182], [-0.252, -0.097, -0.082], [0.011, -0.096, -0.054], [0.003, -0.017, -0.010], [0.503, -0.639, 0.587], [-0.163, -0.052, 0.164], [-0.035, 0.008, 0.063], [0.020, -0.083, 0.018], [-0.101, 0.033, -0.125], [-0.019, -0.014, -0.039], [0.074, 0.043, 0.043], [0.087, -0.007, -0.092], [0.054, -0.109, -0.013], [-0.004, 0.038, -0.045], [-0.035, 0.035, 0.063], [0.079, -0.139, -0.173], [-0.108, 0.123, -0.048], [-0.239, -0.056, -0.299], [0.046, -0.017, 0.074], [-0.027, 0.089, 0.132], [0.054, -0.163, -0.093], [0.344, 0.964, -1.390], [-0.024, -0.005, -0.050], [0.830, 0.126, 1.157], [-0.158, 0.003, 0.026], [0.256, 0.070, -0.155], [0.151, -0.096, 0.470], [-0.040, 0.005, -0.104], [0.022, -0.005, 0.003], [-1.153, 0.285, -0.677], [0.055, -0.004, -0.008], [0.268, -0.320, -0.190], [-0.100, -0.062, 0.170], [-0.036, -0.045, 0.146], [-0.879, 0.366, 0.976], [0.049, 0.324, 0.296], [-0.056, 0.035, -0.003], [0.006, 0.015, -0.028], [-0.006, 0.012, 0.121], [-0.041, -0.015, -0.010], [0.073, -0.101, -0.070], [0.061, 0.058, 0.053], [0.079, -0.044, -0.131], [0.030, -0.607, -0.034], [0.021, 0.011, 0.095], [0.054, 0.141, 0.066], [0.073, 0.003, 0.004], [0.003, 0.028, -0.041], [0.030, 0.032, -0.049], [0.119, -0.361, -0.088], [-0.191, 0.295, -0.163], [-0.037, 0.011, -0.024], [0.160, -0.080, -0.043], [0.006, 0.002, -0.011], [-0.039, -0.013, 0.289], [-0.301, -0.173, -0.038], [0.007, -0.004, -0.010], [0.045, 0.041, -0.037], [0.190, 0.067, -0.178], [-0.021, -0.018, -0.024], [0.022, 0.070, -0.045], [-0.050, -0.031, 0.040], [0.048, 0.030, 0.034], [-0.064, 0.091, -0.067], [0.066, 0.017, -0.023], [-0.056, 0.004, -0.007], [0.027, 0.024, 0.030], [0.008, 0.030, -0.062], [0.188, -0.059, -0.220], [0.113, 0.057, 0.107], [-0.200, -0.361, -0.003], [-0.012, -0.120, -0.002], [0.051, -0.136, 0.005], [0.042, 0.017, 0.004]]
}

{
  "formula": "C40H37NOP2V",
  "method": "the ωB97M-V functional and the def2-TZVPD basis",
  "fmax_ev_per_a": 3.7,
  "orbital_gap_ev": [6.217, 6.190],
  "s_squared": 0.860,
  "multiplicity": 2,
  "charge": 2,
  "elements": ["C", "H", "C", "C", "C", "C", "C", "H", "P", "H", "C", "C", "H", "C", "C", "C", "C", "H", "H", "N", "C", "C", "C", "H", "H", "C", "H", "H", "C", "H", "H", "C", "C", "H", "C", "C", "H", "C", "H", "C", "H", "H", "H", "V", "C", "H", "H", "H", "H", "H", "C", "C", "H", "C", "H", "C", "H", "H", "C", "H", "C", "H", "C", "O", "H", "H", "H", "C", "H", "C", "H", "C", "C", "C", "H", "C", "H", "C", "C", "P", "H", "C"],
  "coordinates": [[1.334, 3.603, -2.194], [0.427, 5.811, 0.806], [1.157, -2.060, 3.630], [4.271, -0.995, -2.600], [-1.070, -3.685, -4.487], [-2.115, 1.847, -1.231], [-0.561, -1.405, 2.026], [0.128, 2.634, 2.681], [0.374, -1.111, -1.558], [-1.136, -1.850, 1.223], [-0.365, 2.117, 3.520], [-2.464, -3.792, -2.544], [-0.828, -3.958, -5.498], [-3.994, 2.624, -2.614], [-0.059, -2.319, 3.064], [3.555, -3.284, -2.726], [2.077, -1.611, -1.943], [2.821, 5.007, -2.680], [1.183, 0.607, -4.062], [0.184, 0.477, -2.213], [-2.596, 2.639, -2.271], [0.348, 3.240, -1.285], [-1.878, 0.889, 5.478], [-1.927, -3.369, 3.273], [-1.283, 2.545, 6.728], [2.260, -2.945, -2.328], [2.949, 0.318, -1.600], [-0.957, 3.915, 0.305], [-0.667, 0.737, 3.388], [5.519, -2.641, -3.297], [2.059, 6.656, -0.826], [1.570, -2.811, 4.731], [-0.489, -0.020, 2.174], [-5.926, 1.661, -2.160], [3.105, 1.038, 1.546], [-0.606, 2.815, 4.704], [3.409, 0.121, 2.019], [-0.633, -2.263, -2.511], [-2.610, -5.245, -4.159], [1.586, 5.683, -0.994], [-3.188, -4.347, -1.960], [-1.035, -4.974, 5.034], [-2.114, -2.400, -0.889], [0.647, 0.089, 0.633], [-0.886, -3.361, 3.616], [5.067, -0.252, -2.721], [3.749, -4.304, -2.946], [1.550, 2.893, -3.054], [-0.159, 1.864, -3.817], [-5.081, 0.550, -0.090], [-4.431, 1.171, -0.755], [0.189, 0.811, -3.635], [2.507, -2.534, 5.259], [-1.844, -2.748, -1.910], [-2.476, 0.429, 6.232], [-4.905, 1.891, -1.823], [0.604, -2.317, -4.259], [-1.850, -0.895, 4.369], [-3.061, 1.151, -0.414], [1.134, -4.426, 6.070], [0.613, 5.274, -0.090], [1.483, -3.703, -2.352], [0.789, -3.843, 5.231], [2.324, 0.821, 0.394], [4.083, 1.394, 1.162], [-4.322, 3.240, -3.433], [-1.946, 3.250, -2.894], [-1.481, 0.129, 4.418], [1.817, -1.276, 3.275], [-0.322, -2.691, -3.822], [-0.292, 3.856, 4.890], [-0.452, -4.138, 4.662], [1.956, 4.825, -2.018], [-1.271, 2.152, 5.692], [-2.733, 0.534, 0.395], [4.559, -2.322, -2.887], [-0.507, 0.156, -4.207], [-0.085, 4.114, -0.293], [-2.123, -4.271, -3.800], [-0.335, 1.565, -0.992], [2.585, 1.695, 2.202], [3.090, -0.671, -1.990]],
  "forces_ev_per_angstrom": [[-0.164, -1.471, -0.477], [-0.364, 0.873, 0.358], [1.042, -0.252, 0.965], [1.744, -0.052, 0.394], [0.035, 1.088, 0.817], [-0.989, -0.761, 1.219], [0.367, 0.812, -0.109], [-0.194, -0.267, 0.352], [0.664, 0.811, -0.778], [0.273, 0.007, -0.543], [0.670, -0.170, -0.692], [-1.032, -0.776, 0.786], [0.221, -0.201, -0.140], [1.253, -0.190, 1.549], [-1.694, -0.809, 0.582], [-0.196, 0.450, 0.081], [-1.547, -0.652, -0.091], [-0.758, 0.458, 0.356], [-0.186, 0.449, 0.138], [-0.157, 0.205, 1.052], [-1.816, -0.028, -0.781], [-0.528, -1.094, 0.116], [1.403, 0.400, 0.314], [0.429, -0.547, -0.070], [-0.433, 0.102, -0.893], [1.494, 0.421, -0.001], [-0.174, 0.269, -0.193], [-0.069, -0.394, 0.423], [-1.038, -0.024, 0.593], [-0.252, 0.272, 0.213], [0.074, -0.526, -0.228], [0.676, 0.267, 0.636], [-0.274, -0.062, 1.100], [0.364, 0.804, 0.239], [1.815, 0.057, -0.976], [0.402, 0.317, -0.618], [-0.328, -0.686, 0.458], [-1.889, -0.254, 0.165], [0.626, 1.842, 0.323], [0.377, 0.117, 0.567], [-0.353, 0.140, -0.240], [-0.099, 0.266, 0.038], [-0.015, -0.420, -0.895], [1.848, 0.188, -1.679], [-0.149, 1.433, -1.001], [-0.442, -0.197, 0.040], [0.297, -0.715, -0.264], [0.256, 1.168, 1.375], [0.556, -1.044, 0.281], [0.330, 0.731, -0.908], [0.994, -1.055, 2.099], [-0.498, -0.156, -1.118], [-0.660, -0.377, -0.581], [2.162, 0.645, 0.065], [-0.338, -0.029, 0.489], [0.291, -0.334, -1.595], [-0.338, -0.083, -0.167], [0.293, 0.242, -0.298], [-0.196, 0.793, -1.881], [0.084, 0.002, 0.088], [0.137, 0.320, -0.465], [0.119, 0.280, 0.221], [0.119, 0.020, -0.166], [-3.241, -1.583, 0.590], [-0.598, 0.572, 0.545], [-0.127, -0.053, -0.224], [0.044, -0.144, 0.197], [0.058, 0.633, -0.847], [-0.143, 0.041, -0.111], [0.287, -0.089, 0.326], [0.028, -0.724, -0.416], [0.354, 0.038, -0.147], [1.057, 0.072, -1.138], [-0.881, -0.766, 1.773], [0.201, -0.215, 0.483], [-0.596, -0.705, -0.444], [0.220, 0.361, 0.544], [0.358, -0.223, -0.089], [-0.140, -1.600, -0.320], [-1.017, 0.751, -1.647], [0.132, 0.748, 0.751], [-0.241, 0.264, -0.471]]
}